Density functional theory data (the ωB97M-V functional and the def2-TZVPD basis) for a 3-piece molecular cluster, C3H12N2O2 overall in a non-equilibrium geometry.

```
19
Properties=species:S:1:pos:R:3:nbo_charge:R:1
C 0.71 2.19 -1.14 -0.6229
C -0.62 1.66 -0.51 -0.2934
N -2.39 0.61 1.78 -0.7155
C -1.09 0.26 1.46 0.2834
N -0.39 0.63 0.47 -0.0014
H 0.95 3.22 -0.94 0.2501
H 0.48 2.18 -2.21 0.2395
H 1.54 1.50 -1.10 0.2475
H -1.21 1.34 -1.37 0.2507
H -1.14 2.46 0.03 0.2675
H -2.70 1.55 1.55 0.4129
H -2.50 0.45 2.78 0.4217
H -0.75 -0.66 1.96 0.2594
H 6.55 -2.42 1.38 0.4694
H 5.64 -1.66 0.45 0.4585
O 6.55 -1.68 0.76 -0.9279
H -2.99 -3.56 -2.29 0.4698
H -3.02 -2.11 -1.92 0.4490
O -3.55 -2.77 -2.38 -0.9185
```

E_HOMO (spin up / spin down) (eV): -13.45 / -13.45
Kohn-Sham gap (spin up / spin down) (eV): 9.303 / 4.928
Electronic energy (Eh): -381.1266
Spin multiplicity: 2
LUMO energy (spin up / spin down) (eV): -4.1 / -8.5
Charge: +1

---

Density functional theory data (the ωB97M-V functional and the def2-TZVPD basis) for CBrN3O4S as an isolated structure in a non-equilibrium geometry.

```
10
Properties=species:S:1:pos:R:3:nbo_charge:R:1
C 0.44 -1.39 0.05 -0.0409
N 0.15 -2.46 -0.21 -0.1932
N -0.15 1.24 -0.61 -0.5829
N -1.29 0.98 -0.07 0.6031
O -1.21 0.09 0.82 -0.4747
O -2.30 1.51 -0.40 -0.2997
O 1.19 0.69 1.63 -0.8301
O 2.23 0.28 -0.56 -0.8132
S 0.85 0.31 0.31 2.1718
Br 4.02 0.22 -0.04 0.4597
```

E_HOMO (eV): -11.80
Kohn-Sham gap (eV): 9.021
Electronic energy (Eh): -3475.2298
Spin multiplicity: 1
LUMO energy (eV): -2.8
Charge: 0

---

Density functional theory data (the ωB97M-V functional and the def2-TZVPD basis) for a 7-piece molecular cluster, C12H32F10N6O12PS4 overall in a non-equilibrium geometry.

```
77
Properties=species:S:1:pos:R:3:lowdin_charge:R:1
C 25.89 -17.71 -12.24 0.0364
C 26.07 -19.21 -12.35 -0.3987
O 25.21 -20.02 -12.49 0.1918
N 27.43 -19.67 -11.97 0.0775
H 27.76 -19.08 -11.21 0.1845
H 27.38 -20.61 -11.56 0.1888
C 28.45 -19.72 -13.12 0.0752
H 25.49 -17.49 -11.25 0.1020
H 25.18 -17.34 -12.98 0.1093
H 26.78 -17.14 -12.51 0.0957
H 27.99 -20.42 -13.81 0.1163
H 29.42 -20.05 -12.75 0.1133
H 28.51 -18.68 -13.42 0.1037
C 22.22 -18.74 -11.70 0.0282
C 22.19 -19.81 -10.67 -0.3992
O 22.37 -20.96 -10.88 0.1909
N 21.66 -19.37 -9.32 0.1038
H 20.98 -18.62 -9.42 0.1863
H 21.08 -20.13 -8.97 0.1907
C 22.73 -18.97 -8.34 0.0128
H 22.67 -17.85 -11.24 0.0688
H 21.23 -18.40 -12.00 0.1195
H 22.82 -18.93 -12.59 0.0888
H 23.17 -18.01 -8.61 0.0677
H 23.52 -19.68 -8.09 0.1155
H 22.12 -18.74 -7.47 0.1181
C 19.39 -12.16 -11.81 0.0335
C 19.80 -10.98 -11.02 -0.3877
O 19.31 -9.89 -11.05 0.1779
N 20.74 -11.18 -9.82 0.0916
H 21.26 -12.08 -9.93 0.0805
H 21.36 -10.39 -9.97 0.1600
C 19.87 -11.19 -8.54 0.0306
H 18.47 -11.99 -12.37 0.1118
H 19.45 -13.11 -11.28 0.0743
H 20.00 -12.32 -12.71 0.1058
H 20.43 -10.94 -7.65 0.0921
H 19.35 -12.15 -8.49 0.0898
H 19.08 -10.45 -8.65 0.1079
C 25.74 -13.32 -9.00 0.0302
C 25.33 -11.87 -9.13 -0.3958
O 26.11 -11.04 -9.42 0.1781
N 23.94 -11.58 -8.63 0.0913
H 23.54 -10.70 -8.95 0.1620
H 23.32 -12.28 -9.11 0.0786
C 23.80 -11.63 -7.10 0.0666
H 25.82 -13.59 -7.94 0.0893
H 26.70 -13.47 -9.49 0.1000
H 25.02 -14.02 -9.41 0.0583
H 24.37 -10.91 -6.53 0.1198
H 24.03 -12.62 -6.72 0.0580
H 22.72 -11.52 -7.05 0.0906
P 18.61 -12.38 -5.32 0.1810
F 18.48 -13.99 -5.60 -0.1694
F 19.47 -12.78 -4.04 -0.1394
F 19.93 -12.38 -6.30 -0.2275
F 18.78 -10.82 -4.91 -0.1792
F 17.72 -11.82 -6.57 -0.1843
F 17.25 -12.42 -4.46 -0.1583
N 22.27 -13.55 -9.65 -0.3091
S 21.39 -14.57 -8.95 0.4287
O 22.03 -15.79 -8.52 -0.2659
O 19.99 -14.54 -9.30 -0.2229
F 21.47 -13.71 -7.62 -0.1768
S 22.62 -14.54 -11.01 0.5888
O 21.54 -14.75 -11.91 -0.2382
O 23.61 -15.57 -10.79 -0.2974
F 23.49 -13.40 -11.76 -0.1908
N 23.29 -15.78 -4.42 -0.2257
S 24.11 -15.79 -5.90 0.5531
O 24.18 -14.55 -6.64 -0.3438
O 24.02 -17.01 -6.64 -0.3072
F 25.60 -15.95 -5.37 -0.1877
S 22.08 -14.97 -4.96 0.4611
O 21.10 -15.61 -5.82 -0.2736
O 22.18 -13.56 -4.79 -0.2595
F 21.37 -15.31 -3.50 -0.2389
```

E_HOMO (eV): -10.71
Kohn-Sham gap (eV): 5.912
Electronic energy (Eh): -4640.2962
Spin multiplicity: 1
LUMO energy (eV): -4.8
Charge: +1

---

Density functional theory data (the ωB97M-V functional and the def2-TZVPD basis) for C14H11AuNS2Te as an isolated structure in a non-equilibrium geometry.

```
30
Properties=species:S:1:pos:R:3:nbo_charge:R:1
Au -0.90 -0.02 -1.03 0.3548
C -0.35 -1.41 2.41 -0.6569
C 0.30 -0.09 2.18 0.2342
C 1.48 0.29 2.84 -0.2757
C 2.00 1.53 2.59 -0.1514
C 1.33 2.43 1.74 -0.0213
C 1.76 3.75 1.53 -0.2707
C 0.98 4.59 0.77 -0.1979
C -0.16 4.13 0.13 -0.2630
C -0.54 2.79 0.19 -0.1288
S -1.84 2.22 -0.79 -0.3487
C 0.17 1.94 1.09 0.0937
N -0.30 0.70 1.31 -0.4524
H 0.15 -1.96 3.20 0.1953
H -0.31 -1.98 1.48 0.2608
H -1.40 -1.26 2.66 0.2244
H 1.95 -0.40 3.52 0.2066
H 2.92 1.86 3.07 0.1977
H 2.68 4.08 1.99 0.1953
H 1.26 5.63 0.65 0.1987
H -0.76 4.79 -0.48 0.2121
Te 0.74 -2.03 -1.34 -0.1720
C -0.41 -3.20 -2.60 -0.4580
C -1.37 -2.83 -3.48 -0.3242
C -1.92 -3.90 -4.22 -0.2563
C -1.37 -5.10 -3.89 -0.4518
S -0.15 -4.91 -2.68 0.3968
H -1.68 -1.81 -3.59 0.2323
H -2.69 -3.77 -4.96 0.2092
H -1.57 -6.08 -4.28 0.2172
```

E_HOMO (eV): -3.70
Kohn-Sham gap (eV): 6.486
Electronic energy (Eh): -1795.0405
Spin multiplicity: 1
LUMO energy (eV): 2.8
Charge: -1